No. 1
Formula: C6H11N2OS
Source: the Open Molecules 2025 dataset
Level of theory: ωB97M-V with the def2-TZVPD basis set

The geometry in XYZ format:
```
21
Properties=species:S:1:pos:R:3:nbo_charge:R:1
C -1.28 0.76 -1.55 0.246
C -0.98 -1.72 0.64 0.366
C -2.39 1.04 -0.56 -0.662
C -0.25 -0.48 0.10 0.260
C 2.12 -1.08 -0.14 -0.388
C 1.46 1.21 0.63 -0.449
N -0.34 -0.03 -1.19 -0.478
N 1.13 -0.25 0.58 -0.414
O -1.97 -2.18 0.17 -0.440
S -1.81 0.92 1.14 0.123
H -1.54 0.92 -2.56 0.226
H -0.54 -2.01 1.59 0.127
H -2.78 2.09 -0.69 0.274
H -3.19 0.35 -0.93 0.279
H 2.13 -0.82 -1.19 0.259
H 3.00 -1.00 0.34 0.229
H 1.64 -2.14 -0.09 0.230
H 0.59 1.72 1.21 0.263
H 2.37 1.33 1.16 0.234
H 1.51 1.75 -0.34 0.252
H 1.11 -0.37 1.68 0.463
```

Output
E_tot: -22253.515 eV
HOMO level: -13.070 eV
Lowest unoccupied orbital energy: -4.90 eV
Energy relative to the best compared isomer or geometry (same formula, charge and spin): 3.0813 eV
F_max: 5.247 eV Å⁻¹
Charge: +1

---

No. 2
Formula: C2INO3
Source: the Open Molecules 2025 dataset
Level of theory: ωB97M-V with the def2-TZVPD basis set

The geometry in XYZ format:
```
7
Properties=species:S:1:pos:R:3:nbo_charge:R:1
O 1.66 0.77 1.91 -0.458
C 1.00 0.78 0.95 0.879
N 0.21 0.56 0.03 -0.831
I -0.42 1.72 -1.47 0.438
O -0.18 -1.66 -1.35 -0.523
C -0.82 -1.20 -0.50 1.021
O -1.46 -0.97 0.43 -0.527
```

Output
E_tot: -17806.267 eV
HOMO level: -10.032 eV
Lowest unoccupied orbital energy: -1.16 eV
SMILES: O=C=NI.O=C=O
Energy relative to the best compared isomer or geometry (same formula, charge and spin): 0.7824 eV
F_max: 3.735 eV Å⁻¹

---

No. 3
Formula: C23H41LuN2P3S
Source: the Open Molecules 2025 dataset
Level of theory: ωB97M-V with the def2-TZVPD basis set

The geometry in XYZ format:
```
71
Properties=species:S:1:pos:R:3:lowdin_charge:R:1
Lu -0.44 -1.75 0.46 1.330
P -0.67 0.89 1.20 0.737
P -3.18 -1.42 -0.21 0.736
P 3.73 1.20 -1.17 0.883
H 0.05 -2.46 -1.51 0.041
C 1.07 -2.35 -1.04 -0.250
C 1.53 -1.30 -0.25 -0.413
H 2.34 -1.57 0.43 0.042
C -0.90 2.18 -0.08 -0.238
C -2.10 1.26 2.29 -0.243
C 0.58 1.69 2.27 -0.226
C -3.82 -2.84 -1.19 -0.256
C -4.51 -1.31 1.06 -0.248
C -3.67 0.00 -1.29 -0.262
C 5.42 1.35 -1.83 -0.214
C 3.99 0.52 0.50 -0.257
C 3.06 2.88 -1.01 -0.227
H 1.75 -3.17 -1.30 0.095
H 1.50 -0.22 -0.48 0.024
H -1.08 3.15 0.42 0.077
H -1.75 1.95 -0.73 0.026
H 0.00 2.26 -0.71 0.026
H -2.05 2.32 2.55 0.071
H -2.03 0.67 3.21 0.041
H -3.06 1.04 1.79 0.030
H 0.13 2.59 2.71 0.074
H 1.46 1.98 1.70 0.020
H 0.88 1.02 3.09 0.031
H -4.39 -3.50 -0.53 0.056
H -2.97 -3.39 -1.61 0.034
H -4.46 -2.48 -2.01 0.062
H -5.19 -0.46 0.86 0.068
H -4.06 -1.17 2.06 0.024
H -5.09 -2.24 1.05 0.057
H -4.45 -0.34 -1.99 0.067
H -2.80 0.34 -1.87 0.002
H -4.05 0.84 -0.69 0.056
H 5.72 2.40 -1.88 0.069
H 5.41 0.91 -2.84 0.056
H 6.12 0.80 -1.19 0.067
H 4.95 0.85 0.90 0.072
H 4.02 -0.57 0.41 0.040
H 3.18 0.81 1.18 0.025
H 3.87 3.60 -0.88 0.071
H 2.37 2.95 -0.15 0.029
H 2.50 3.11 -1.93 0.041
C 0.76 -0.15 -3.89 -0.575
C 0.44 1.22 -3.68 -0.078
C -0.87 1.65 -3.90 -0.062
C -1.85 0.77 -4.38 -0.055
C -1.55 -0.59 -4.49 -0.059
C -0.25 -1.05 -4.28 -0.099
S 2.35 -0.79 -3.58 0.990
H 2.89 0.16 -2.80 -0.236
H 1.22 1.93 -3.36 0.099
H -1.15 2.69 -3.79 0.127
H -2.83 1.13 -4.69 0.132
H -2.31 -1.31 -4.77 0.122
H 0.02 -2.11 -4.39 0.121
N 0.42 -0.05 7.54 0.249
C 0.37 -0.53 6.47 -0.113
C 0.35 -1.10 5.14 -0.166
C 1.53 -1.15 4.40 0.024
C 1.51 -1.67 3.12 -0.071
N 0.32 -1.98 2.52 -0.127
C -0.83 -1.99 3.25 -0.136
C -0.84 -1.55 4.56 0.023
H 2.47 -0.81 4.82 0.152
H 2.42 -1.83 2.54 0.128
H -1.74 -2.37 2.76 0.116
H -1.77 -1.53 5.12 0.148
```

Output
E_tot: -99789.305 eV
HOMO level (spin up / spin down): -16.033 / -16.884 eV
Lowest unoccupied orbital energy (spin up / spin down): -11.51 / -9.72 eV
Energy relative to the best compared isomer or geometry (same formula, charge and spin): 3.2706 eV
F_max: 3.392 eV Å⁻¹
Charge: +3

---

No. 4
Formula: C5H8S2
Source: the Open Molecules 2025 dataset
Level of theory: ωB97M-V with the def2-TZVPD basis set

The geometry in XYZ format:
```
15
Properties=species:S:1:pos:R:3:nbo_charge:R:1
C -1.93 -0.47 0.61 -0.637
C -0.61 0.12 0.14 0.078
C -0.78 1.33 -0.64 -0.654
C 0.47 -0.59 0.39 -0.268
C 2.05 -0.31 -0.09 -0.318
S 2.49 1.16 -0.79 -0.048
S 3.07 -1.57 0.47 0.119
H -2.61 0.33 0.53 0.215
H -2.15 -1.20 -0.22 0.227
H -2.02 -1.13 1.46 0.228
H -1.81 1.30 -1.13 0.205
H -0.20 1.37 -1.62 0.250
H -0.65 2.11 -0.01 0.235
H 0.44 -1.30 1.18 0.196
H 4.25 -1.14 -0.28 0.173
```

Output
E_tot: -26982.839 eV
HOMO level: -8.364 eV
Lowest unoccupied orbital energy: -0.31 eV
SMILES: CC(C)=CC(=S)S
Energy relative to the best compared isomer or geometry (same formula, charge and spin): 2.3186 eV
F_max: 5.782 eV Å⁻¹